# 1
C35H30F5Ge2N4O2RhS3 as an isolated structure. Source: the OMol25 dataset; level of theory: ωB97M-V/def2-TZVPD.

* DFT total energy: -208958.8918 eV
* LUMO energy (spin up / spin down): -6.38 / -6.27 eV
* relative energy (zero: lowest compared OMol25 entry of this formula, charge and spin): 232.5 kJ/mol

```
! wB97M-V def2-TZVPD RIJCOSX def2/J DEFGRID3
* xyz 1 2
Rh 0.478 0.393 0.153
C 2.550 -4.117 0.677
Ge 1.604 -3.226 2.211
C 1.203 -4.695 3.507
C 2.751 -1.863 3.159
Ge -0.599 -1.616 1.253
C -1.435 -3.235 0.411
C -2.583 -3.787 0.970
C -3.246 -4.813 0.318
C -2.753 -5.308 -0.880
C -1.597 -4.776 -1.431
C -0.944 -3.740 -0.789
C -1.574 -1.294 2.994
C -0.986 -1.467 4.238
C -1.685 -1.151 5.392
C -2.966 -0.634 5.302
C -3.563 -0.472 4.063
C -2.868 -0.793 2.909
H 3.581 -4.278 0.984
H 2.538 -3.539 -0.241
H 2.090 -5.082 0.491
H 2.162 -5.128 3.784
H 0.594 -5.469 3.051
H 0.709 -4.335 4.402
H 3.744 -2.290 3.277
H 2.351 -1.646 4.146
H 2.829 -0.932 2.605
H -2.964 -3.408 1.908
H -4.151 -5.224 0.742
H -3.273 -6.107 -1.387
H -1.215 -5.165 -2.365
H -0.049 -3.307 -1.221
H 0.021 -1.858 4.313
H -1.222 -1.293 6.358
H -3.492 -0.343 6.198
H -4.569 -0.083 3.991
H -3.334 -0.653 1.943
S 7.906 -2.479 -0.212
C 6.359 -2.032 -0.576
S 5.267 -1.537 0.706
C 4.040 -1.218 -0.538
N 4.462 -1.487 -1.721
N 5.718 -1.936 -1.776
C 6.198 -2.279 -3.063
C 5.327 -2.061 -4.134
C 5.702 -2.402 -5.417
C 6.947 -2.962 -5.656
C 7.821 -3.158 -4.599
C 7.456 -2.824 -3.306
S 2.480 -0.661 -0.150
H 4.358 -1.630 -3.942
H 5.017 -2.229 -6.232
H 7.232 -3.249 -6.656
H 8.798 -3.579 -4.781
H 8.151 -2.996 -2.500
F -3.290 6.080 0.381
C -2.893 4.813 0.495
C -3.833 3.782 0.434
F -5.122 4.081 0.285
C -3.438 2.459 0.508
F -4.361 1.492 0.435
C -2.072 2.092 0.627
O -1.657 0.883 0.612
C -1.168 3.177 0.741
F 0.149 2.820 0.897
C -1.544 4.502 0.659
F -0.629 5.476 0.717
N 1.709 6.077 -3.700
C 0.795 5.139 -4.017
O -0.032 5.281 -4.888
C 0.829 3.873 -3.197
C -0.244 2.996 -3.349
C -0.296 1.833 -2.600
N 0.663 1.512 -1.733
C 1.710 2.330 -1.602
C 1.837 3.512 -2.307
H 1.671 6.956 -4.194
H 2.336 6.001 -2.922
H -1.024 3.251 -4.051
H -1.117 1.134 -2.697
H 2.476 2.028 -0.897
H 2.726 4.104 -2.162
*
```

---

# 2
A 3-piece molecular cluster, C4H12O3 overall. Source: the OMol25 dataset; level of theory: ωB97M-V/def2-TZVPD.

* DFT total energy: -10484.4118 eV
* LUMO energy: 0.46 eV
* SMILES string: C/C=C(/C)O.O.O
* relative energy (zero: lowest compared OMol25 entry of this formula, charge and spin): 70.2 kJ/mol

```
! wB97M-V def2-TZVPD RIJCOSX def2/J DEFGRID3
* xyz 0 1
C -0.958 -0.043 2.698
C -1.183 0.444 1.306
C -0.234 0.823 0.436
C -0.588 1.475 -0.857
O 1.096 0.832 0.723
H -0.502 -1.040 2.846
H -0.228 0.553 3.251
H -1.935 -0.208 3.162
H -2.187 0.621 0.954
H -0.318 1.007 -1.809
H -1.619 1.811 -0.993
H -0.087 2.445 -0.989
H 1.615 0.584 -0.074
O -0.343 -2.521 -1.450
H -0.313 -2.210 -0.538
H -0.444 -3.458 -1.307
O 1.702 -0.163 -1.969
H 1.186 -0.986 -1.867
H 2.500 -0.495 -2.379
*
```

---

# 3
CH6N4 as an isolated structure. Source: the OMol25 dataset; level of theory: ωB97M-V/def2-TZVPD.

* DFT total energy: -7089.0920 eV
* LUMO energy (spin up / spin down): -0.26 / -0.26 eV
* relative energy (zero: lowest compared OMol25 entry of this formula, charge and spin): 479.1 kJ/mol

```
! wB97M-V def2-TZVPD RIJCOSX def2/J DEFGRID3
* xyz 0 1
N -1.719 -0.075 -0.165
N -1.547 1.183 0.236
N -0.998 -0.361 -1.184
C 1.959 -0.899 0.680
N 0.742 -1.218 0.591
H -2.045 1.415 1.086
H -1.223 1.893 -0.417
H -0.413 0.422 -1.496
H 0.062 -0.977 -0.525
H 2.874 -1.511 0.755
H 2.308 0.128 0.438
*
```

---

# 4
A single C10H10N2O2 molecule. Source: the OMol25 dataset; level of theory: ωB97M-V/def2-TZVPD.

* DFT total energy: -17603.1280 eV
* LUMO energy: -0.20 eV
* SMILES string: COc1cc2cnncc2cc1OC
* relative energy (zero: lowest compared OMol25 entry of this formula, charge and spin): 522.3 kJ/mol

```
! wB97M-V def2-TZVPD RIJCOSX def2/J DEFGRID3
* xyz 0 1
C 2.345 0.785 2.348
O 1.986 1.430 1.102
C 1.191 0.629 0.236
C 1.299 -0.769 0.122
C 0.180 -1.375 -0.531
C 0.005 -2.795 -0.665
N -1.151 -3.374 -0.724
N -2.237 -2.568 -1.045
C -2.214 -1.303 -0.879
C -1.005 -0.586 -0.773
C -0.920 0.787 -0.825
C 0.285 1.363 -0.368
O 0.355 2.733 -0.087
C -0.702 3.248 0.634
H 2.293 -0.302 2.337
H 1.793 1.300 3.113
H 3.366 1.062 2.357
H 2.057 -1.414 0.653
H 0.804 -3.402 -0.327
H -3.196 -0.718 -0.924
H -1.722 1.457 -1.175
H -0.570 3.620 1.660
H -1.615 2.543 0.723
H -1.011 4.233 0.043
*
```

---

# 5
C24H30N7OS2SbSe4Zr as an isolated structure. Source: the OMol25 dataset; level of theory: ωB97M-V/def2-TZVPD.

* DFT total energy: -328730.1864 eV
* LUMO energy (spin up / spin down): -1.30 / -1.30 eV
* relative energy (zero: lowest compared OMol25 entry of this formula, charge and spin): 184.1 kJ/mol

```
! wB97M-V def2-TZVPD RIJCOSX def2/J DEFGRID3
* xyz 0 1
Zr -0.539 0.223 0.059
N -0.719 0.773 4.652
C -0.596 1.006 3.314
S 0.816 0.366 2.522
N -1.541 1.698 2.751
N -1.426 1.784 1.379
C -1.819 2.919 0.868
C -1.855 3.013 -0.549
C -2.329 4.146 -1.223
C -2.470 4.113 -2.586
C -2.151 2.927 -3.262
C -1.668 1.858 -2.553
N -1.482 1.883 -1.214
H 0.116 0.526 5.152
H -1.405 1.329 5.138
H -2.159 3.718 1.515
H -2.603 5.019 -0.644
H -2.847 4.970 -3.126
H -2.297 2.831 -4.328
H -1.454 0.916 -3.037
C 1.607 4.311 0.334
C 1.913 4.611 -0.979
C 1.876 3.591 -1.915
C 1.512 2.318 -1.511
N 1.151 2.032 -0.248
C 1.224 3.019 0.653
C 1.508 1.170 -2.440
C 2.284 1.155 -3.594
C 2.272 0.031 -4.396
C 1.499 -1.053 -4.012
C 0.767 -0.963 -2.843
N 0.756 0.128 -2.072
H 1.639 5.062 1.111
H 2.178 5.618 -1.275
H 2.104 3.787 -2.952
H 0.972 2.744 1.666
H 2.902 2.004 -3.845
H 2.866 -0.004 -5.300
H 1.456 -1.958 -4.601
H 0.162 -1.791 -2.505
Se -5.697 -2.118 -3.279
Sb -5.194 -2.132 -0.953
Se -3.412 0.002 -0.031
Se -2.087 -1.450 -1.331
Se -4.889 -4.275 0.087
C 1.008 -4.701 0.129
C 2.201 -3.757 0.074
S 1.795 -2.245 0.957
O 0.755 -1.641 0.029
C 3.311 -1.294 0.682
C 4.172 -1.267 1.935
H 1.219 -5.598 -0.452
H 0.119 -4.225 -0.284
H 0.792 -5.002 1.154
H 2.442 -3.457 -0.949
H 3.093 -4.172 0.548
H 2.938 -0.300 0.422
H 3.834 -1.707 -0.183
H 3.610 -0.862 2.776
H 5.048 -0.640 1.770
H 4.523 -2.265 2.202
C -2.188 -3.951 4.059
C -2.950 -2.930 3.216
C -2.068 -2.098 2.412
N -1.407 -1.440 1.749
H -2.888 -4.498 4.687
H -1.450 -3.468 4.701
H -1.675 -4.669 3.420
H -3.543 -2.257 3.838
H -3.637 -3.412 2.508
*
```

---

# 6
A 4-piece molecular cluster, C19H33BNO12 overall. Source: the OMol25 dataset; level of theory: ωB97M-V/def2-TZVPD.

* DFT total energy: -46969.8858 eV
* LUMO energy (spin up / spin down): 0.14 / -0.54 eV

```
! wB97M-V def2-TZVPD RIJCOSX def2/J DEFGRID3
* xyz 0 2
C 2.670 -0.709 0.582
O 2.247 -0.522 -0.815
B 1.658 0.819 -1.044
O 2.578 1.847 -1.641
C 0.058 1.206 -0.723
C 0.084 1.833 0.827
C -1.486 2.066 1.235
C -2.104 3.258 0.287
C -1.457 2.703 2.783
N -2.326 0.817 1.327
O -1.819 0.147 2.409
C -2.276 -0.043 0.089
C -2.673 -1.586 0.601
C -3.452 0.327 -1.036
C -0.808 -0.182 -0.621
H 2.072 -1.575 1.111
H 3.813 -0.995 0.581
H 2.560 0.310 1.156
H 2.050 2.711 -1.659
H -0.341 1.971 -1.517
H 0.758 2.787 0.891
H 0.518 0.999 1.563
H -1.528 4.277 0.340
H -2.177 2.944 -0.854
H -3.233 3.444 0.624
H -2.515 2.603 3.292
H -1.261 3.863 2.658
H -0.579 2.267 3.425
H -2.964 -2.178 -0.376
H -1.737 -2.135 1.061
H -3.536 -1.558 1.407
H -4.407 -0.296 -0.685
H -3.194 -0.080 -2.113
H -3.779 1.449 -1.014
H -0.987 -0.569 -1.733
H -0.201 -1.058 -0.084
C 1.995 -4.548 -2.548
C 2.330 -4.170 -1.142
O 1.187 -4.578 -0.415
C 0.579 -5.557 -1.147
O -0.339 -6.251 -0.742
O 1.132 -5.658 -2.391
H 2.881 -4.824 -3.127
H 1.457 -3.754 -3.077
H 3.203 -4.711 -0.760
H 2.499 -3.096 -1.028
C 1.300 -2.845 5.734
C 1.005 -1.966 4.562
O 2.252 -1.877 3.900
C 2.972 -2.979 4.259
O 4.026 -3.311 3.743
O 2.358 -3.662 5.270
H 0.440 -3.453 6.026
H 1.647 -2.278 6.605
H 0.273 -2.411 3.880
H 0.653 -0.975 4.863
C -0.105 4.341 -5.391
C 0.230 4.719 -3.984
O -0.913 4.311 -3.257
C -1.521 3.332 -3.989
O -2.439 2.638 -3.584
O -0.968 3.231 -5.233
H 0.781 4.065 -5.970
H -0.643 5.135 -5.920
H 1.103 4.179 -3.603
H 0.399 5.793 -3.870
*
```

---

# 7
C14H29Cl2N2PPr as an isolated structure. Source: the OMol25 dataset; level of theory: ωB97M-V/def2-TZVPD.

* DFT total energy: -66372.9146 eV
* LUMO energy (spin up / spin down): 2.65 / 2.65 eV

```
! wB97M-V def2-TZVPD RIJCOSX def2/J DEFGRID3
* xyz -1 3
Pr -0.517 1.270 2.359
Cl 1.972 0.650 2.388
Cl -1.935 1.276 0.173
H -0.006 3.101 1.855
H -0.925 -0.621 2.738
P 1.305 -0.949 -1.734
C 2.470 -2.229 -1.129
C 0.355 -1.560 -3.190
C 2.292 0.561 -1.998
C 1.804 -2.910 0.085
H 3.326 -1.634 -0.767
C 2.967 -3.204 -2.189
H 2.146 -3.727 -2.699
H 3.593 -3.960 -1.701
H 3.590 -2.707 -2.939
H 1.518 -2.161 0.835
H 2.513 -3.608 0.554
H 0.904 -3.475 -0.209
H 2.892 0.615 -1.070
C 1.384 1.808 -2.029
C 3.265 0.463 -3.174
H 4.103 -0.207 -2.939
H 3.690 1.455 -3.369
H 2.780 0.114 -4.098
H 0.501 1.678 -1.389
H 1.053 2.051 -3.046
H 1.945 2.665 -1.632
C -0.625 -2.656 -2.738
H 1.123 -1.970 -3.864
C -0.424 -0.428 -3.868
H -0.129 -3.535 -2.310
H -1.216 -3.001 -3.596
H -1.320 -2.243 -1.990
H -1.063 0.084 -3.133
H -1.072 -0.851 -4.645
H 0.226 0.308 -4.354
N -3.588 3.343 2.657
C -3.396 2.721 3.841
C -4.030 3.147 5.034
C -3.878 2.374 6.181
C -3.144 1.178 6.103
C -2.523 0.847 4.905
N -2.545 1.659 3.819
H -3.221 2.968 1.781
H -4.203 4.144 2.636
H -4.612 4.068 5.006
H -4.315 2.683 7.128
H -3.038 0.504 6.952
H -1.990 -0.097 4.767
*
```

---

# 8
A single C3H6N2O molecule. Source: the OMol25 dataset; level of theory: ωB97M-V/def2-TZVPD.

* DFT total energy: -8232.1606 eV
* LUMO energy: 0.57 eV
* relative energy (zero: lowest compared OMol25 entry of this formula, charge and spin): 437.9 kJ/mol

```
! wB97M-V def2-TZVPD RIJCOSX def2/J DEFGRID3
* xyz 0 1
N 1.637 0.011 -0.067
C 0.478 0.620 0.151
O 0.464 1.930 -0.068
C -0.703 -0.057 0.562
C -1.374 -0.619 -0.712
N -0.623 -1.477 0.263
H 2.304 0.423 -0.706
H 1.603 -0.998 0.047
H -1.307 0.377 1.359
H -0.690 -0.470 -1.574
H -0.468 2.201 -0.098
H -1.321 -1.940 0.843
*
```